(1)
Computed, not measured: a 2-piece molecular cluster, H4OS overall, with ωB97M-V/def2-TZVPD.

Each line ends with the Mulliken charge.
Geometry (Å):
O (-1.57440, 0.03745, 0.14844)  -0.649
H (-1.07302, -0.53618, 0.77120)  0.316
H (-1.35657, -0.31543, -0.74390)  0.333
S (1.94287, 0.38939, -0.11611)  -0.271
H (1.21101, -0.73950, -0.07439)  0.085
H (0.85010, 1.16427, 0.01476)  0.187

Computed properties:
**Kohn-Sham gap**: 10.5 eV

---

(2)
Computed, not measured: a 2-piece molecular cluster, H4OS overall, with ωB97M-V/def2-TZVPD.

Each line ends with the Mulliken charge.
Geometry (Å):
O (-1.26392, -0.62944, 0.11573)  -0.574
H (-0.76291, -0.15363, 0.81635)  0.305
H (-2.07982, -0.94584, 0.56566)  0.293
S (1.29569, 1.18635, -0.59741)  -0.313
H (1.38747, 0.11512, -1.40720)  0.175
H (1.42349, 0.42744, 0.50688)  0.115

Computed properties:
**Kohn-Sham gap**: 10.4 eV

---

What should be chosen as the least stable of them? Choose (2).

---

(1)
Computed, not measured: an isolated ion of composition C2H3N4O and charge -1, with ωB97M-V/def2-TZVPD.

Each line ends with the Mulliken charge.
Geometry (Å):
O (1.40233, 0.08618, -3.13591)  -0.768
N (1.13844, -0.27408, -1.86544)  -0.404
N (-0.00044, -0.19245, -1.28007)  0.798
C (-0.25956, -0.00702, 0.03695)  -0.002
C (-1.59108, -0.25574, 0.22800)  -0.571
N (-2.15093, -0.38465, -1.00345)  -0.405
N (-1.21833, -0.33189, -1.90239)  -0.404
H (1.91580, 0.04432, -1.24222)  0.190
H (0.68325, 0.14335, 0.58340)  0.252
H (-2.28801, -0.12897, 1.08709)  0.314

Computed properties:
**Kohn-Sham gap (alpha / beta)**: 5.9 / 5.9 eV
**Total charge**: -1

---

(2)
Computed, not measured: an isolated ion of composition C2H3N4O and charge -1, with ωB97M-V/def2-TZVPD.

Each line ends with the Mulliken charge.
Geometry (Å):
C (1.65792, -0.04096, -0.01066)  -0.732
N (0.18097, 0.08487, 0.00992)  0.963
N (-0.36220, 1.28268, -0.00101)  -0.573
N (-1.66960, 1.13003, -0.06084)  -0.341
C (-1.85706, -0.25287, 0.06820)  0.380
O (-3.20084, -0.85692, -0.05194)  -0.797
N (-0.67460, -0.90945, 0.16041)  -0.776
H (2.21298, 0.26888, 0.80717)  0.294
H (1.75088, -1.09971, -0.02922)  0.307
H (1.96154, 0.39346, -0.89203)  0.274

Computed properties:
**Kohn-Sham gap**: 6.7 eV
**Total charge**: -1

---

What should be chosen as the least stable of them? Choose (1).

---

(1)
Computed, not measured: a 2-piece molecular cluster, C17H19N overall, with ωB97M-V/def2-TZVPD.

Each line ends with the Mulliken charge.
Geometry (Å):
C (5.37749, 1.60473, -0.22073)  -1.532
C (3.83395, 1.59306, -0.40042)  0.393
C (3.02960, 2.33471, -1.29928)  -0.579
N (1.75221, 1.83042, -1.29172)  0.050
C (1.77283, 0.70330, -0.44436)  -0.448
C (0.73316, -0.18050, -0.11331)  -0.555
C (1.05533, -1.14420, 0.80983)  -0.342
C (2.35833, -1.44084, 1.15856)  -0.794
C (3.40314, -0.57565, 0.82874)  -0.262
C (3.10070, 0.48181, 0.04119)  0.915
H (5.80660, 2.54266, -0.59815)  0.379
H (5.78125, 0.90873, -0.83887)  0.398
H (5.85514, 1.50242, 0.73993)  0.363
H (3.15954, 3.43509, -1.76637)  0.224
H (0.99500, 2.16891, -1.79142)  0.115
H (-0.21295, -0.12419, -0.46746)  0.683
H (0.26889, -1.61064, 1.23709)  0.406
H (2.47144, -2.25853, 1.89294)  0.299
H (4.38140, -0.64811, 1.34384)  0.285
C (-4.38349, 0.65903, -1.38644)  -1.226
C (-2.89859, 0.27514, -1.43256)  -0.649
C (-2.45163, -0.64661, -0.31442)  0.680
C (-2.75369, -1.92962, -0.30335)  -0.374
C (-2.81009, -2.67325, 0.93122)  -0.625
C (-2.58601, -2.03729, 2.10300)  -0.557
C (-2.36810, -0.63413, 2.16201)  -0.809
C (-2.21271, 0.08398, 0.97646)  -0.117
H (-5.08434, 0.26272, -0.66891)  0.379
H (-4.88634, 0.30215, -2.26824)  0.314
H (-4.47270, 1.74848, -1.21287)  0.315
H (-2.57290, -0.26166, -2.42173)  0.428
H (-2.28406, 1.28774, -1.52519)  0.152
H (-2.85338, -2.48269, -1.20838)  0.420
H (-3.09247, -3.65174, 0.70942)  0.493
H (-2.64960, -2.49969, 3.08378)  0.358
H (-2.37151, -0.16167, 3.05468)  0.575
H (-2.19143, 1.23597, 0.90151)  0.243

Computed properties:
**Kohn-Sham gap**: 8.3 eV

---

(2)
Computed, not measured: a 2-piece molecular cluster, C17H19N overall, with ωB97M-V/def2-TZVPD.

Each line ends with the Mulliken charge.
Geometry (Å):
C (-3.87582, 0.45378, 0.07034)  -1.332
C (-3.07259, -0.62224, 0.72681)  0.292
C (-2.75163, -1.90763, 0.51266)  -0.739
N (-1.66209, -2.31295, 1.30851)  -0.045
C (-1.32995, -1.26728, 2.16398)  -0.105
C (-0.49393, -1.27161, 3.20651)  -1.309
C (-0.57401, -0.20283, 4.07951)  -0.550
C (-1.53674, 0.82728, 3.85717)  -0.573
C (-2.35346, 0.76376, 2.73865)  -0.154
C (-2.27620, -0.23890, 1.84003)  1.367
H (-3.19641, 1.26921, -0.12782)  0.360
H (-4.85311, 0.66899, 0.49778)  0.299
H (-4.09175, 0.19008, -0.98547)  0.394
H (-3.12946, -2.62653, -0.14868)  0.501
H (-1.41421, -3.22982, 1.45293)  0.148
H (0.03636, -2.05248, 3.54357)  0.541
H (0.00745, -0.18404, 4.90746)  0.540
H (-1.59868, 1.60679, 4.65887)  0.310
H (-3.30686, 1.58908, 2.84753)  0.056
C (2.92936, 2.44512, -0.39334)  -1.121
C (1.69724, 1.59393, -0.96383)  -0.561
C (2.16040, 0.58967, -1.91964)  0.598
C (2.46092, -0.78191, -1.56929)  -0.428
C (2.49311, -1.78722, -2.50025)  -0.367
C (2.18997, -1.57848, -3.85779)  -0.495
C (1.99166, -0.26802, -4.28334)  -0.464
C (1.95122, 0.86097, -3.29453)  -0.548
H (2.72242, 3.51027, -0.53396)  0.302
H (3.92166, 2.11782, -0.72307)  0.350
H (2.90785, 2.26264, 0.64740)  0.345
H (1.14075, 1.21293, -0.09422)  0.243
H (0.96457, 2.22550, -1.46500)  0.435
H (2.77231, -0.79075, -0.50685)  0.303
H (2.95457, -2.69301, -2.21002)  0.388
H (2.43057, -2.40032, -4.59157)  0.284
H (1.71828, 0.18675, -5.22423)  0.354
H (2.06626, 1.84144, -3.66681)  0.378

Computed properties:
**Kohn-Sham gap**: 8.7 eV

---

What should be chosen as the least stable of them? Choose (2).

---

(1)
Computed, not measured: CH3ClFP as an isolated structure, with ωB97M-V/def2-TZVPD.

Each line ends with the Mulliken charge.
Geometry (Å):
C (-0.47305, 1.39120, 0.00874)  -0.343
F (0.73300, 1.31433, -0.45917)  -0.221
P (-1.69721, -0.41573, -0.73118)  0.126
Cl (-3.21971, -0.08223, 0.59176)  -0.199
H (-0.40390, 1.36992, 1.21771)  0.231
H (-1.01970, 2.23139, -0.27664)  0.321
H (-0.92538, -1.48455, -0.14284)  0.084

Computed properties:
**Kohn-Sham gap**: 9.6 eV

---

(2)
Computed, not measured: CH3ClFP as an isolated structure, with ωB97M-V/def2-TZVPD.

Each line ends with the Mulliken charge.
Geometry (Å):
C (-0.04556, 0.12697, -0.29081)  -0.926
F (0.25039, -0.34510, -2.60543)  -0.171
P (0.83703, 0.83065, -1.72521)  0.499
Cl (3.29799, -0.46808, -1.25970)  -0.463
H (-0.94526, -0.24062, -0.53850)  0.317
H (-0.09702, 0.85650, 0.43352)  0.376
H (0.62635, -0.55648, 0.05805)  0.368

Computed properties:
**Kohn-Sham gap**: 8.1 eV

---

What should be chosen as the least stable of them? Choose (1).

---

(1)
Computed, not measured: a 2-piece molecular cluster, C5H6INO overall, with ωB97M-V/def2-TZVPD.

Each line ends with the Mulliken charge.
Geometry (Å):
C (1.88257, -1.26378, 0.34513)  -0.077
C (0.80628, 0.56340, 0.06303)  0.563
C (-0.08164, -0.49654, 0.03615)  0.003
C (0.50279, 2.01748, -0.09057)  -0.972
C (-2.06740, -1.26893, -0.24627)  -0.781
N (2.06885, 0.02065, 0.18640)  -0.601
O (0.59397, -1.65023, 0.20669)  -0.323
I (-3.50926, 0.21860, 0.16893)  0.100
H (2.52222, -2.06905, 0.56940)  0.425
H (-0.37526, 1.99401, -0.92467)  0.199
H (0.11684, 2.40661, 0.75483)  0.303
H (1.27667, 2.85250, -0.37847)  0.276
H (-1.86688, -1.83502, 0.55977)  0.434
H (-1.86975, -1.48969, -1.25034)  0.451

Computed properties:
**Kohn-Sham gap**: 9.0 eV

---

(2)
Computed, not measured: C5H6INO as an isolated structure, with ωB97M-V/def2-TZVPD.

Each line ends with the Mulliken charge.
Geometry (Å):
C (-0.19130, 0.05137, -2.60588)  -0.423
C (-0.97164, 1.86331, -1.83380)  -0.030
C (-0.12448, 0.07664, -1.23342)  0.275
C (0.05588, -0.37541, 1.45223)  -0.902
C (0.55532, -1.05813, 0.16244)  -0.441
N (-0.69627, 1.17451, -0.73290)  -0.446
O (-0.69695, 1.21700, -2.95764)  -0.298
I (-0.21351, -3.02468, -0.27633)  0.034
H (0.28982, -0.52880, -3.36943)  0.372
H (-1.37255, 2.91122, -1.71399)  0.365
H (0.72681, -0.50198, 2.32575)  0.293
H (-0.93673, -0.91152, 1.73232)  0.278
H (-0.10137, 0.56118, 1.06036)  0.401
H (1.56907, -1.04055, 0.00031)  0.523

Computed properties:
**Kohn-Sham gap**: 9.6 eV

---

What should be chosen as the least stable of them? Choose (1).

---

(1)
Computed, not measured: a 2-piece molecular cluster, CH8NO overall, with ωB97M-V/def2-TZVPD.

Each line ends with the Mulliken charge.
Geometry (Å):
N (0.81286, -1.72107, -0.35485)  -0.469
H (1.74610, -1.75095, -0.75173)  0.393
H (0.81185, -2.24895, 0.52387)  0.387
H (0.50993, -0.69251, -0.24583)  0.326
H (0.21548, -2.19556, -1.02662)  0.394
C (-1.14234, 1.14810, 0.45755)  -0.544
O (0.18584, 0.85221, -0.03996)  -0.630
H (-1.50749, 0.24763, 0.94175)  0.264
H (-1.10969, 1.95905, 1.17540)  0.278
H (-1.79697, 1.37474, -0.38026)  0.272
H (0.61193, 1.68070, -0.30823)  0.330

Computed properties:
**Kohn-Sham gap**: 11.7 eV
**Total charge**: +1

---

(2)
Computed, not measured: a 2-piece molecular cluster, CH8NO overall, with ωB97M-V/def2-TZVPD.

Each line ends with the Mulliken charge.
Geometry (Å):
N (1.61158, 0.73948, 0.29619)  -0.476
H (2.27342, 0.64127, 1.07724)  0.403
H (2.03151, 0.11191, -0.40354)  0.394
H (1.69706, 1.70183, -0.02613)  0.374
H (0.69130, 0.28972, 0.50933)  0.360
C (-1.21209, -0.10373, -0.70656)  -0.691
O (-0.62271, -0.77742, 0.40614)  -0.623
H (-0.45543, 0.00308, -1.49231)  0.246
H (-1.65309, 0.88651, -0.55048)  0.315
H (-2.04037, -0.68326, -1.12479)  0.348
H (-1.30837, -1.30851, 0.81925)  0.350

Computed properties:
**Kohn-Sham gap**: 11.6 eV
**Total charge**: +1

---

What should be chosen as the least stable of them? Choose (2).